{"formula": "C48H75N2O30", "method": "the ωB97M-V functional and the def2-TZVPD basis", "fmax_ha_per_bohr": 0.067, "s2": 0.7542, "total_charge": 0, "spin_multiplicity": 2, "e_tot_ha": -4240.63470, "homo_ev": [-9.101, -9.706], "orbital_gap_ha": [0.335, 0.346], "species": ["C", "O", "C", "C", "C", "C", "C", "C", "C", "C", "C", "C", "C", "O", "C", "N", "C", "C", "C", "C", "N", "O", "C", "C", "C", "C", "H", "H", "H", "H", "H", "H", "H", "H", "H", "H", "H", "H", "H", "H", "H", "H", "H", "H", "H", "H", "H", "H", "H", "H", "H", "H", "H", "H", "H", "H", "H", "H", "H", "H", "H", "H", "H", "H", "H", "C", "C", "O", "C", "O", "O", "H", "H", "H", "H", "C", "C", "O", "C", "O", "O", "H", "H", "H", "H", "C", "C", "O", "C", "O", "O", "H", "H", "H", "H", "C", "C", "O", "C", "O", "O", "H", "H", "H", "H", "C", "C", "O", "C", "O", "O", "H", "H", "H", "H", "C", "C", "O", "C", "O", "O", "H", "H", "H", "H", "C", "C", "O", "C", "O", "O", "H", "H", "H", "H", "C", "C", "O", "C", "O", "O", "H", "H", "H", "H", "C", "C", "O", "C", "O", "O", "H", "H", "H", "H"], "xyz": [[-1.089, 1.407, 2.924], [-1.725, 1.202, 1.657], [-1.692, -0.192, 1.337], [-2.685, -0.460, 0.165], [-2.219, 0.092, -1.243], [-0.750, 0.648, -1.257], [-0.327, 1.076, -2.717], [1.237, 1.267, -2.764], [1.673, 2.398, -3.776], [2.533, 3.461, -2.980], [2.607, 4.829, -3.716], [3.491, 5.913, -3.008], [2.802, 6.658, -1.807], [1.828, 5.872, -1.072], [0.594, 6.010, -1.501], [-0.360, 6.190, -2.101], [2.315, 8.061, -2.324], [1.981, 9.127, -1.198], [0.443, 9.478, -1.353], [2.725, 10.479, -1.591], [2.283, 8.691, 0.172], [1.305, 8.094, 0.769], [3.593, 8.031, 0.333], [4.797, 9.044, 0.519], [3.527, 7.239, 1.710], [3.966, 6.964, -0.766], [-1.859, 1.243, 3.722], [-0.702, 2.452, 2.978], [-0.251, 0.675, 3.051], [-0.663, -0.588, 1.145], [-2.073, -0.739, 2.239], [-2.885, -1.557, 0.125], [-3.645, 0.036, 0.440], [-2.941, 0.853, -1.608], [-2.226, -0.761, -1.967], [-0.075, -0.146, -0.861], [-0.638, 1.560, -0.628], [-0.852, 2.046, -2.910], [-0.616, 0.284, -3.441], [1.759, 0.330, -3.082], [1.573, 1.470, -1.712], [2.252, 2.000, -4.645], [0.742, 2.901, -4.141], [2.033, 3.560, -1.986], [3.551, 3.047, -2.773], [1.589, 5.271, -3.870], [3.038, 4.660, -4.733], [3.762, 6.664, -3.790], [4.464, 5.462, -2.683], [3.189, 8.478, -2.886], [1.503, 8.007, -3.090], [0.192, 10.404, -0.792], [-0.220, 8.619, -1.141], [0.306, 9.713, -2.440], [2.122, 10.957, -2.389], [3.777, 10.280, -1.877], [2.648, 11.129, -0.683], [5.669, 8.565, 1.008], [4.441, 9.883, 1.162], [5.143, 9.402, -0.479], [3.119, 7.857, 2.534], [3.012, 6.264, 1.586], [4.590, 7.008, 1.977], [4.855, 7.352, -1.317], [4.192, 5.987, -0.275], [3.482, 1.192, 3.135], [2.930, -0.197, 3.305], [2.173, -0.383, 2.111], [2.683, 0.456, 1.169], [2.387, 0.432, 0.015], [3.573, 1.324, 1.717], [4.459, 1.315, 3.600], [2.807, 1.962, 3.519], [3.713, -0.958, 3.349], [2.296, -0.292, 4.186], [-0.578, -1.852, -7.712], [0.281, -0.692, -7.287], [-0.424, -0.174, -6.160], [-1.180, -1.179, -5.653], [-1.761, -1.127, -4.614], [-1.189, -2.256, -6.487], [0.000, -2.667, -8.145], [-1.360, -1.558, -8.416], [1.278, -1.004, -6.966], [0.380, 0.064, -8.064], [-2.133, -4.810, 1.247], [-1.264, -3.667, 1.692], [-1.964, -3.151, 2.820], [-2.737, -4.156, 3.309], [-3.324, -4.111, 4.346], [-2.754, -5.220, 2.465], [-1.562, -5.626, 0.807], [-2.908, -4.499, 0.542], [-0.272, -3.995, 2.014], [-1.153, -2.905, 0.923], [0.123, 7.199, 5.707], [1.183, 7.936, 4.934], [2.309, 7.884, 5.807], [2.138, 6.811, 6.627], [2.972, 6.385, 7.361], [0.888, 6.288, 6.495], [-0.572, 6.665, 5.060], [-0.444, 7.854, 6.372], [1.439, 7.439, 3.996], [0.903, 8.967, 4.723], [-4.698, -7.033, 7.060], [-3.430, -6.577, 6.393], [-2.426, -7.323, 7.084], [-3.021, -8.427, 7.599], [-2.434, -9.343, 8.091], [-4.373, -8.358, 7.482], [-5.550, -7.038, 6.382], [-4.948, -6.434, 7.939], [-3.398, -6.838, 5.333], [-3.262, -5.508, 6.498], [-0.727, 6.371, -5.832], [-1.247, 7.383, -4.849], [-1.321, 8.575, -5.631], [-1.426, 8.202, -6.935], [-1.672, 8.945, -7.832], [-1.212, 6.865, -7.080], [-1.103, 5.367, -5.639], [0.366, 6.341, -5.865], [-2.247, 7.137, -4.484], [-0.585, 7.517, -3.999], [-3.849, -3.521, -4.864], [-3.282, -4.716, -5.580], [-3.405, -5.753, -4.609], [-4.400, -5.394, -3.752], [-4.867, -6.112, -2.924], [-4.789, -4.109, -3.964], [-4.343, -2.823, -5.539], [-3.097, -2.982, -4.288], [-3.863, -4.990, -6.465], [-2.243, -4.575, -5.870], [-0.590, -12.782, 6.665], [-1.761, -12.225, 5.905], [-1.221, -12.020, 4.599], [-0.161, -12.857, 4.462], [0.411, -13.057, 3.433], [0.163, -13.439, 5.645], [-0.889, -13.484, 7.442], [0.028, -12.000, 7.114], [-2.591, -12.933, 5.836], [-2.127, -11.290, 6.327], [-0.033, -15.915, 1.343], [-1.514, -15.800, 1.108], [-1.814, -16.997, 0.393], [-0.847, -17.907, 0.697], [-0.891, -19.059, 0.399], [0.171, -17.326, 1.385], [0.280, -15.448, 2.276], [0.555, -15.497, 0.523], [-2.087, -15.790, 2.038], [-1.778, -14.921, 0.522]], "forces_ev_per_a": [[-0.3, 0.0, 0.0], [1.0, -0.4, 0.2], [-1.3, -0.5, 0.3], [0.3, 0.5, 0.1], [0.6, -0.4, 0.3], [-0.5, 0.0, -0.9], [0.7, -0.6, 1.0], [-0.2, 0.1, -0.5], [0.2, 0.4, 1.2], [-0.7, -0.2, -0.3], [0.4, 0.1, 0.1], [-0.3, -0.7, -0.4], [2.7, 2.0, -0.6], [-1.5, 0.1, -0.1], [3.0, -0.2, 0.1], [-1.6, 0.0, -0.2], [0.4, -0.2, 0.4], [-1.5, 1.5, -2.1], [0.6, 0.0, -0.5], [-0.7, -0.7, 1.3], [-0.2, -1.2, -1.0], [0.3, 0.6, 0.0], [1.8, -1.2, 2.5], [-0.8, 0.2, -0.6], [0.9, 0.0, -0.4], [-1.2, 0.1, -0.3], [0.8, 0.1, -0.4], [-0.3, -0.8, -0.1], [-0.5, 0.6, 0.0], [-0.5, 0.6, 0.0], [0.3, 0.2, -0.7], [0.1, 0.7, 0.0], [0.6, -0.5, -0.1], [0.5, -0.4, 0.2], [-0.2, 0.7, 0.4], [-0.3, 0.6, -0.4], [-0.1, -0.8, -0.1], [0.4, -0.8, -0.2], [-0.1, 0.9, 0.5], [-0.6, 0.5, 0.5], [-0.1, 0.1, -1.3], [-0.5, 0.3, 0.6], [0.8, -0.3, 0.0], [0.5, 0.1, -0.7], [-0.7, 0.4, -0.2], [0.7, -0.6, 0.1], [-0.3, 0.1, 0.7], [-0.2, -0.4, 0.8], [-0.9, 0.2, -0.1], [-0.6, -0.6, 0.5], [0.4, -0.2, 0.8], [0.0, -0.8, -0.1], [0.4, 0.7, 0.2], [0.1, -0.1, 0.9], [0.7, -0.3, 0.2], [-0.7, 0.5, 0.1], [0.4, -0.3, -0.8], [-0.7, 0.1, -0.3], [0.4, -0.5, -0.6], [-0.2, 0.1, 0.9], [0.1, -0.5, -0.6], [0.0, 0.8, 0.3], [-0.8, 0.1, -0.2], [-0.7, -0.6, 0.2], [0.1, 0.8, -0.4], [0.2, 0.3, 0.4], [0.0, -0.3, 0.5], [0.2, 0.3, -0.2], [-0.1, 0.0, -0.4], [0.2, -0.1, 0.6], [-0.3, -0.3, -0.1], [0.0, 0.0, -0.2], [0.0, 0.0, 0.0], [0.0, 0.0, 0.0], [-0.1, -0.1, -0.2], [0.0, -0.3, -0.5], [0.5, 0.2, -0.3], [-0.3, -0.4, 0.1], [-0.1, 0.2, 0.4], [0.1, -0.2, -0.5], [0.0, 0.3, 0.2], [-0.1, -0.1, 0.2], [0.0, 0.0, 0.1], [-0.1, 0.0, 0.0], [-0.1, 0.1, 0.2], [0.0, -0.2, -0.5], [0.6, 0.2, -0.4], [-0.3, -0.5, 0.2], [-0.2, 0.0, 0.3], [0.2, 0.0, -0.2], [0.0, 0.4, 0.3], [-0.1, -0.1, 0.2], [0.0, 0.0, 0.1], [0.0, 0.0, 0.0], [-0.1, 0.1, 0.2], [-0.5, 0.0, -0.1], [-0.1, 0.3, -0.5], [-0.2, -0.3, 0.3], [0.3, -0.2, 0.3], [-0.2, 0.1, -0.2], [0.4, 0.2, 0.0], [0.1, -0.1, 0.1], [0.1, 0.0, 0.0], [0.0, 0.0, 0.0], [0.2, 0.0, 0.1], [-0.5, 0.3, 0.0], [0.0, 0.5, -0.4], [-0.3, -0.4, 0.3], [0.2, -0.2, 0.1], [-0.2, 0.1, -0.2], [0.4, 0.0, 0.0], [0.0, -0.2, 0.1], [0.0, 0.0, 0.0], [0.0, 0.0, 0.0], [0.2, -0.1, 0.0], [0.2, -0.5, 0.1], [0.0, 0.0, 0.5], [0.0, -0.2, -0.5], [-0.1, 0.3, -0.3], [0.1, -0.2, 0.2], [-0.1, 0.4, 0.1], [0.0, 0.1, -0.2], [0.0, 0.0, 0.0], [0.1, 0.0, 0.0], [-0.1, 0.2, -0.1], [0.1, 0.5, -0.1], [0.3, 0.0, -0.5], [-0.3, 0.2, 0.2], [-0.2, -0.2, 0.3], [0.2, 0.2, -0.2], [0.1, -0.5, 0.0], [-0.1, 0.0, 0.2], [0.0, 0.0, 0.0], [0.0, 0.0, 0.1], [0.0, -0.1, 0.1], [0.1, 0.0, 0.6], [-0.6, 0.3, 0.3], [0.4, -0.3, 0.0], [0.1, 0.0, -0.3], [-0.2, 0.0, 0.2], [-0.1, 0.2, -0.4], [0.1, -0.1, -0.1], [0.0, 0.0, -0.1], [0.1, 0.0, 0.0], [0.1, 0.0, -0.2], [0.4, 0.5, 0.3], [-0.3, 0.4, 0.1], [0.3, -0.2, 0.1], [0.0, -0.4, -0.1], [0.0, 0.3, 0.1], [-0.4, -0.1, -0.2], [0.1, -0.2, 0.0], [0.0, 0.0, 0.0], [0.0, 0.0, 0.0], [-0.1, -0.2, -0.1]]}